The following is a quantum chemistry calculation of a 2-piece molecular cluster, C22H30N4O4 overall at a distorted geometry, from the OMol25 dataset.

## Properties
Strongest force on any atom = 17.6 eV/Å
2S+1 = 1
Frontier orbital gap = 7.473 eV
Energy above the lowest of the compared OMol25 structures with the same formula, charge and spin = 504.71 kcal per mole
HOMO energy = -6.978 eV
Net charge = 0

Atoms and positions in Å:
1 C -0.489 -2.546 0.119
2 H -1.044 -2.008 0.718
3 O 0.845 -1.791 -0.150
4 C 1.489 -1.786 1.039
5 C 2.393 -3.125 1.143
6 H 1.753 -3.964 1.224
7 C 3.441 -3.063 0.468
8 N 4.450 -1.861 0.484
9 C 4.691 -0.832 -0.320
10 O 4.333 -0.826 -1.362
11 C 5.619 0.394 0.377
12 H 5.565 0.249 1.347
13 H 6.713 -0.204 -0.103
14 C 5.293 1.689 -0.066
15 H 5.957 2.315 0.182
16 C 3.804 1.877 0.554
17 O 3.735 2.242 1.576
18 N 2.859 1.482 -0.352
19 C 1.613 1.617 -0.308
20 C 0.718 0.954 -1.104
21 C -0.689 0.794 -1.178
22 C -1.385 1.420 0.229
23 N -2.596 1.344 0.355
24 C -3.420 0.688 -0.419
25 N -4.711 0.816 -0.590
26 C -5.514 -0.371 -0.830
27 H -6.578 -0.135 -0.965
28 H -5.223 -0.648 -1.799
29 C -5.773 -1.543 0.346
30 O -6.101 -1.039 1.543
31 C -5.269 0.133 1.893
32 H -4.308 -0.410 2.008
33 C -5.136 1.203 0.948
34 H -6.173 1.491 0.751
35 H -4.486 1.842 1.276
36 H -5.674 0.573 2.918
37 H -4.675 -1.970 0.180
38 H -6.421 -2.246 0.205
39 C -2.842 0.140 -1.778
40 C -1.600 0.296 -1.953
41 C -0.826 -0.481 -3.144
42 H -1.819 -0.804 -3.666
43 H -0.243 -1.186 -3.033
44 H -0.488 0.240 -3.870
45 H -3.582 -0.298 -2.596
46 C -0.311 1.894 1.035
47 C 0.970 1.943 0.939
48 H 1.628 2.381 1.686
49 H -0.930 2.452 1.816
50 H 1.107 0.553 -2.036
51 H 3.227 1.083 -1.310
52 H 5.318 1.693 -1.243
53 H 5.041 -1.812 1.441
54 H 4.118 -3.984 0.415
55 H 3.271 -2.813 -0.590
56 H 2.795 -2.819 2.526
57 H 0.739 -1.683 1.855
58 H 1.946 -0.836 1.007
59 H -0.974 -2.483 -0.928
60 H -0.266 -3.582 0.699

Here are the natural (NBO) charges for atoms 1 to 8, given in e:
1 C -0.250
2 H 0.163
3 O -0.558
4 C -0.069
5 C -0.338
6 H 0.248
7 C -0.283
8 N -0.649

The following is a quantum chemistry calculation of a 2-piece molecular cluster, C4H12 overall at a distorted geometry, from the OMol25 dataset.

## Properties
Strongest force on any atom = 5.3 eV/Å
2S+1 = 1
Frontier orbital gap = 12.135 eV
Energy above the lowest of the compared OMol25 structures with the same formula, charge and spin = 31.73 kcal per mole
HOMO energy = -10.988 eV
Net charge = 0

Atoms and positions in Å:
1 C -0.209 -2.091 0.089
2 C -0.066 -1.428 -1.179
3 H -1.159 -2.739 0.203
4 H 0.735 -2.701 0.363
5 H -0.418 -1.290 0.973
6 H 0.203 -2.126 -1.949
7 H 0.693 -0.652 -1.179
8 H -0.937 -0.741 -1.395
9 C -0.118 2.055 -0.126
10 C 0.429 1.455 1.206
11 H -0.677 2.971 -0.079
12 H 0.653 2.037 -0.999
13 H -0.954 1.463 -0.496
14 H -0.356 0.664 1.685
15 H 0.571 2.144 1.916
16 H 1.434 1.026 1.015

Here are the natural (NBO) charges for atoms 1 to 8, given in e:
1 C -0.603
2 C -0.625
3 H 0.206
4 H 0.206
5 H 0.197
6 H 0.208
7 H 0.205
8 H 0.205

The following is a quantum chemistry calculation of C39H40CaN11O2S3 as an isolated structure, from the OMol25 dataset.

## Properties
Strongest force on any atom = 0.3 eV/Å
2S+1 = 1
Frontier orbital gap = 6.154 eV
Energy above the lowest of the compared OMol25 structures with the same formula, charge and spin = 0.00 kcal per mole
HOMO energy = -3.731 eV
Net charge = -1

Atoms and positions in Å:
1 Ca -0.864 -0.522 0.726
2 S -2.752 -1.609 2.735
3 C -3.673 -1.845 1.291
4 C -5.005 -2.327 1.298
5 C -5.673 -2.516 0.114
6 C -5.036 -2.226 -1.097
7 C -3.744 -1.751 -1.032
8 N -3.080 -1.565 0.111
9 H -5.469 -2.541 2.251
10 H -6.691 -2.888 0.120
11 H -5.528 -2.361 -2.050
12 H -3.195 -1.504 -1.936
13 N 2.936 -1.299 2.782
14 C 2.769 -2.644 2.474
15 C 3.669 -3.696 2.368
16 C 3.140 -4.946 2.095
17 C 1.758 -5.140 1.951
18 C 0.868 -4.085 2.042
19 C 1.394 -2.820 2.275
20 N 0.748 -1.600 2.381
21 C 1.692 -0.741 2.646
22 C 1.436 0.691 2.793
23 C 2.268 1.627 3.313
24 S 1.556 3.170 3.141
25 C 0.199 2.461 2.378
26 N 0.248 1.171 2.284
27 H 3.744 -0.770 2.466
28 H 4.734 -3.544 2.484
29 H 3.807 -5.793 1.994
30 H 1.383 -6.141 1.771
31 H -0.202 -4.220 1.942
32 H 3.247 1.488 3.738
33 H -0.615 3.060 2.003
34 O 0.586 2.832 -0.546
35 C 0.926 1.729 -1.018
36 O 0.238 0.662 -0.967
37 C 2.222 1.642 -1.791
38 C 2.314 2.386 -2.962
39 C 3.444 2.336 -3.766
40 C 4.507 1.531 -3.374
41 C 4.429 0.800 -2.199
42 C 3.291 0.834 -1.375
43 S 3.220 -0.096 0.102
44 H 1.480 3.023 -3.235
45 H 3.497 2.923 -4.676
46 H 5.403 1.474 -3.983
47 H 5.259 0.179 -1.885
48 C -2.276 2.407 -1.565
49 C -2.676 2.415 -0.133
50 N -2.487 1.449 0.734
51 C -3.070 1.857 1.916
52 C -3.617 3.088 1.761
53 N -3.368 3.441 0.447
54 C -3.713 4.705 -0.147
55 N -3.116 5.799 0.578
56 N -3.890 6.712 1.202
57 N -3.147 7.547 1.824
58 C -1.832 7.171 1.653
59 C -0.646 7.725 2.147
60 C 0.527 7.099 1.799
61 C 0.541 5.950 0.975
62 C -0.613 5.392 0.478
63 C -1.799 6.037 0.843
64 H -1.654 1.532 -1.735
65 H -1.670 3.277 -1.820
66 H -3.159 2.373 -2.209
67 H -3.057 1.215 2.782
68 H -4.136 3.746 2.436
69 H -4.789 4.878 -0.121
70 H -3.370 4.704 -1.181
71 H -0.665 8.605 2.776
72 H 1.470 7.489 2.162
73 H 1.485 5.482 0.723
74 H -0.563 4.499 -0.136
75 C 1.528 -6.250 -2.021
76 C 0.720 -5.194 -2.771
77 N 0.860 -3.846 -2.248
78 C 2.049 -3.092 -2.640
79 C 3.199 -3.193 -1.646
80 C 0.004 -3.332 -1.315
81 C -1.136 -4.207 -0.859
82 N 0.085 -2.152 -0.815
83 H 1.304 -7.247 -2.409
84 H 1.294 -6.225 -0.957
85 H 2.598 -6.077 -2.127
86 H -0.332 -5.471 -2.769
87 H 1.027 -5.174 -3.820
88 H 1.774 -2.045 -2.786
89 H 2.357 -3.466 -3.619
90 H 2.902 -2.841 -0.659
91 H 4.021 -2.549 -1.962
92 H 3.566 -4.217 -1.561
93 H -1.838 -4.392 -1.675
94 H -1.664 -3.689 -0.064
95 H -0.781 -5.171 -0.490
96 H 0.868 -1.593 -1.150

Here are the Mulliken charges for atoms 1 to 8, given in e:
1 Ca 2.541
2 S -0.415
3 C 0.410
4 C -0.919
5 C -0.136
6 C -0.994
7 C -0.538
8 N 0.316

The following is a quantum chemistry calculation of CHFLiO3Pm as an isolated structure at a distorted geometry, from the OMol25 dataset.

## Properties
Strongest force on any atom = 6.1 eV/Å
2S+1 = 6
Frontier orbital gap (alpha / beta) = 8.437 / 9.893 eV
HOMO energy (alpha / beta) = -21.102 / -22.375 eV
Net charge = +3

Atoms and positions in Å:
1 Li 1.397 -3.277 2.686
2 O 0.777 -0.811 1.419
3 H 1.243 -0.064 2.237
4 O -0.290 0.454 -0.008
5 O 1.553 -1.373 2.431
6 C 0.261 -0.577 0.207
7 F 0.710 -1.401 -0.655
8 Pm -1.301 2.091 -2.067

Quick look at the natural (NBO) charges, all values in e:
1 Li 0.993
2 O -0.417
3 H 0.688
4 O -0.679
5 O -0.487
6 C 1.135
7 F -0.222
8 Pm 1.989